Here is a molecular structure, C25H52BrN3ORuSi3 from OMol25. Energies are from ωB97M-V with the def2-TZVPD basis set.

XYZ file:
```
86
C25H52BrN3ORuSi3 (ωB97M-V with the def2-TZVPD basis set)
Ru -0.107 -0.367 -1.510
Br -0.265 -0.385 -3.897
Si -0.780 -3.340 -1.845
Si 1.948 -2.361 -0.432
Si -0.797 -2.240 1.077
O -0.503 -0.783 1.855
N -1.198 4.018 3.708
N 3.459 1.931 -0.047
N -0.347 2.982 1.526
C 2.509 -1.275 1.009
C -0.016 3.201 3.973
C 2.693 -4.064 -0.205
C 4.783 1.278 0.138
C -0.103 -3.620 2.137
C -0.938 3.399 -2.028
C 3.013 1.820 -1.492
C 0.270 -3.809 -3.321
C -2.658 -2.412 0.994
C -0.771 2.112 -1.527
C -0.891 -0.714 3.225
C 0.176 4.140 -2.367
C -2.446 -2.599 -2.340
C 0.513 2.593 2.645
C -1.719 2.536 1.798
C 3.497 3.346 0.418
C 1.615 2.303 -1.691
C 0.486 1.523 -1.400
C 2.766 -1.773 -2.033
C -2.242 3.187 3.107
C -0.836 5.075 2.764
C -0.352 4.447 1.427
C 0.097 -2.180 -0.574
C 1.441 3.594 -2.177
C -1.094 -4.995 -1.006
H -3.007 -3.175 0.303
H 0.940 -3.457 2.414
H -0.967 0.330 3.525
H 3.818 -1.534 -1.835
H 2.762 1.436 0.516
H -1.708 5.713 2.610
H -0.383 -4.309 -4.042
H 0.554 1.503 2.679
H -3.126 -1.464 0.715
H 2.761 -2.598 -2.749
H -0.159 -4.577 1.615
H -0.680 -3.721 3.059
H 0.735 3.834 4.450
H -1.932 3.809 -2.147
H -2.599 -1.556 -2.055
H 0.758 -2.988 -3.835
H 2.433 -4.540 0.741
H -0.153 -1.203 3.864
H 2.106 -0.264 0.903
H -0.152 -5.538 -0.891
H 3.782 -3.985 -0.255
H -3.108 3.823 2.916
H -3.033 -2.687 1.983
H 0.072 5.139 -2.768
H 2.315 4.183 -2.438
H 4.270 3.866 -0.145
H 0.658 4.787 1.175
H 2.377 -4.729 -1.012
H 3.598 -1.256 1.091
H 3.723 2.432 -2.049
H 1.023 -4.541 -3.016
H 5.054 1.313 1.190
H 3.737 3.359 1.478
H -2.550 2.433 3.834
H 2.314 -0.928 -2.555
H 5.512 1.825 -0.455
H -1.709 1.446 1.858
H -0.059 5.689 3.221
H -2.340 2.811 0.942
H 1.528 2.954 2.437
H -0.286 2.423 4.691
H -1.732 -5.589 -1.667
H -2.572 -2.643 -3.423
H 2.121 -1.636 1.963
H -1.866 -1.178 3.399
H 3.142 0.777 -1.772
H 2.526 3.799 0.240
H -1.578 -4.955 -0.033
H -1.666 1.546 -1.264
H -3.252 -3.171 -1.875
H 4.721 0.250 -0.202
H -1.001 4.725 0.595
```

Properties
orbital gap (spin up / spin down): 0.2277 / 0.2360 hartree
ΔE to the lowest compared entry with this formula, charge and spin: 180.4 kJ/mol
energy: -4760.4905 Ha
net charge: +1
spin multiplicity: 2
expectation value of S²: 0.76

Here is 9 unconnected molecules or ions with the total composition C25H52Cl6O7 from OMol25. Energies are from ωB97M-V with the def2-TZVPD basis set.

XYZ file:
```
90
C25H52Cl6O7 (ωB97M-V with the def2-TZVPD basis set)
Cl 2.038 -0.456 -0.195
Cl -0.538 6.572 -0.662
Cl -0.123 3.732 -0.898
Cl -0.922 0.192 -0.602
Cl -2.218 -2.514 4.514
Cl 0.363 -1.952 3.153
O -3.705 2.217 4.310
O -6.286 -1.697 1.386
O 1.696 1.995 3.131
O 2.267 -5.065 -0.078
O -0.536 -5.771 -0.955
O 1.978 -3.623 -4.358
O 0.265 3.884 -4.360
C 0.222 -4.590 -1.349
C 3.218 -3.890 -3.731
C -5.410 -1.023 0.492
C -2.125 2.946 2.823
C 0.730 1.734 -3.687
C 3.600 -2.513 -3.123
C -4.246 -1.984 0.247
C 2.719 1.061 3.210
C 3.025 -1.522 -4.134
C 2.266 3.296 3.347
C 1.862 -2.247 -4.747
C -0.387 2.642 -4.185
C 1.901 2.615 -3.576
C 1.235 -4.163 -0.266
C -1.009 -3.076 3.311
C 3.882 1.816 2.516
C 1.666 3.721 -4.528
C -5.719 -2.876 1.876
C 3.770 3.177 3.152
C -2.961 1.020 4.052
C -1.639 1.583 3.364
C 0.610 0.547 0.308
C -2.975 3.401 3.991
C -4.266 -2.745 1.569
C -0.401 5.223 -1.798
H -1.275 3.607 2.657
H -1.325 2.687 -3.632
H 0.916 1.591 0.240
H 4.142 3.959 2.490
H -0.464 -3.770 -1.563
H -0.645 -4.067 3.582
H 1.942 3.459 -5.549
H 0.145 -6.388 -0.679
H 2.610 -0.592 -3.745
H -5.986 -0.740 -0.389
H 2.858 -4.784 0.625
H 4.306 3.306 4.092
H 1.586 -3.185 -0.597
H 2.935 0.723 4.224
H -1.361 5.201 -2.314
H 4.682 -2.452 -3.007
H -3.294 -1.465 0.135
H 2.191 4.654 -4.323
H 3.753 1.908 1.437
H 1.930 -2.221 -5.835
H -1.574 -3.103 2.379
H -6.097 -3.751 1.348
H -2.761 0.447 4.958
H -2.326 3.652 4.830
H 2.515 0.152 2.646
H 1.997 2.976 -2.552
H -0.868 1.808 4.102
H -5.741 -2.932 2.964
H 2.791 2.058 -3.868
H -1.146 0.945 2.631
H 0.458 0.312 1.361
H 3.094 -4.569 -2.888
H -3.740 -3.698 1.506
H -0.648 2.341 -5.200
H -3.807 -2.266 2.434
H -3.469 0.376 3.334
H 0.927 -1.890 -4.315
H 3.066 -2.331 -2.191
H -3.565 4.307 3.854
H 0.877 0.959 -4.438
H -2.697 2.888 1.896
H 0.680 -4.006 0.659
H 0.553 1.203 -2.752
H 4.000 -4.237 -4.407
H 3.820 -1.339 -4.857
H 0.714 -4.781 -2.303
H -5.044 -0.145 1.024
H 0.453 5.418 -2.447
H 4.838 1.292 2.524
H -4.496 -2.663 -0.568
H 1.984 3.598 4.356
H 1.717 3.879 2.607
```

Properties
orbital gap (spin up / spin down): 0.0730 / 0.3517 hartree
energy: -4271.4128 Ha
net charge: -1
spin multiplicity: 2
expectation value of S²: 0.75

Here is a molecular structure, C25H52F6FeN7OS from OMol25. Energies are from ωB97M-V with the def2-TZVPD basis set.

XYZ file:
```
93
C25H52F6FeN7OS (ωB97M-V with the def2-TZVPD basis set)
Fe -1.209 -0.039 0.240
S 0.618 1.511 0.736
F -3.672 0.536 -3.269
F -1.195 1.723 -4.266
F -0.773 -0.161 -5.370
F 0.651 0.613 -3.880
F -3.522 -1.419 -2.345
F -3.193 -1.259 -4.477
O -1.281 0.263 -1.695
N -0.502 -1.293 2.185
N 3.235 1.235 1.054
N -3.220 1.619 1.045
N 2.372 0.665 -1.121
N -2.806 -1.443 0.289
N -4.492 3.987 1.236
N -0.349 -5.378 0.290
C -2.774 2.357 2.266
C -3.107 -2.792 1.004
C 5.817 3.049 2.898
C -2.810 -2.504 2.486
C -4.769 1.469 1.180
C -3.427 3.792 2.306
C -0.696 0.486 -4.144
C -1.394 -0.397 -2.976
C -0.622 -1.727 -3.037
C -5.461 2.823 1.385
C 3.620 0.279 -1.825
C 4.086 0.173 1.630
C -2.367 -4.001 0.443
C 4.727 0.568 -4.110
C -0.906 -3.987 0.759
C -3.779 3.873 -0.106
C -0.597 -3.798 2.227
C 5.929 -0.313 -3.741
C -1.239 -2.474 2.737
C 3.440 0.211 -3.338
C -2.931 -0.635 -3.286
C 6.023 1.561 3.008
C -3.001 2.551 -0.175
C 2.219 1.072 0.138
C 5.511 0.753 1.807
H 5.511 1.132 3.906
H -5.004 4.848 1.337
H -2.897 -4.912 0.859
H -0.330 -5.412 -0.748
H -5.199 0.880 0.325
H 6.729 -0.167 -4.412
H 0.447 -3.767 2.466
H -2.568 -4.118 -0.643
H 4.182 -0.701 0.981
H -0.931 -2.328 -2.164
H -2.607 4.558 2.286
H -3.063 4.681 -0.178
H 4.384 1.054 -1.564
H 6.401 3.575 2.159
H -1.671 2.440 2.237
H 3.984 -0.690 -1.505
H 4.819 3.291 2.497
H -0.377 -0.587 2.921
H 3.123 -0.782 -3.573
H -1.931 2.764 -0.308
H -0.888 -6.175 0.696
H 7.076 1.315 3.225
H -3.028 -1.525 -0.711
H 5.695 1.345 0.862
H -3.918 3.894 3.324
H -4.513 3.915 -0.856
H 3.649 -0.135 2.605
H 5.594 -1.361 -3.693
H 1.475 0.659 -1.674
H 4.875 1.619 -3.866
H -0.686 -2.344 -3.943
H 2.591 0.855 -3.640
H 0.653 -5.452 0.545
H -2.959 1.784 3.193
H -0.398 -3.239 0.149
H -3.260 1.949 -1.090
H 2.900 1.844 1.822
H -3.519 -0.870 0.655
H -5.835 2.808 2.430
H 0.379 -1.574 1.811
H -1.131 -4.603 2.810
H -1.185 -2.410 3.876
H 5.895 3.587 3.847
H -6.341 2.982 0.683
H 6.169 -0.151 1.739
H 0.405 -1.457 -2.790
H 4.483 0.461 -5.143
H -3.241 -3.316 3.124
H -4.994 0.817 2.077
H -4.174 -2.956 0.832
H 6.305 -0.070 -2.714
H -3.234 -1.506 2.747
```

Properties
orbital gap (spin up / spin down): 0.3034 / 0.3019 hartree
energy: -3702.5264 Ha
net charge: +3
spin multiplicity: 5
expectation value of S²: 6.01

Q: Which max |F| values were calculated for the entries above? A: 0.8; 2.7; 3.0, in eV/Å.